*P*
Molecular formula: CH2O3S2
Method: DFT, the ωB97M-V functional and the def2-TZVPD basis

LUMO level, eV: -0.94
Net charge: 0
HOMO-LUMO gap, eV: 9.6
Multiplicity: 1

Last column: natural (NBO) charge in e.
Positions of all 8 atoms, in Å:
S: -0.631 0.197 0.216  0.02
S: 2.009 -2.737 -1.301  1.67
O: 1.839 -0.070 -0.619  -0.57
O: 0.578 -2.610 -1.292  -0.85
O: 2.573 -3.704 -0.386  -0.83
C: 0.711 0.221 -0.880  0.26
H: 0.222 0.646 -1.863  0.15
H: -0.094 -0.304 1.382  0.15

***

*Q*
Molecular formula: CH2O3S2
Method: DFT, the ωB97M-V functional and the def2-TZVPD basis

LUMO level, eV: -0.08
Net charge: 0
SMILES string: O=[S@@]1(O)=C(S)O1
HOMO-LUMO gap, eV: 8.7
Multiplicity: 1

Last column: natural (NBO) charge in e.
Positions of all 8 atoms, in Å:
S: 2.267 1.469 -1.106  1.74
S: -0.112 -1.067 -1.358  0.07
O: 2.763 1.669 0.217  -0.87
O: 0.542 1.630 -1.003  -0.87
O: 2.241 -0.175 -1.434  -0.72
C: 1.256 -0.396 -0.531  0.02
H: 0.409 2.172 -0.217  0.50
H: -0.995 -0.828 -0.381  0.14

***

*R*
Molecular formula: CH2O3S2
Method: DFT, the ωB97M-V functional and the def2-TZVPD basis

LUMO level, eV: 0.13
Net charge: 0
HOMO-LUMO gap, eV: 10.1
Multiplicity: 1

Last column: natural (NBO) charge in e.
Positions of all 8 atoms, in Å:
S: 1.939 0.606 -0.147  -0.01
S: -1.698 -0.132 -0.180  1.70
O: -2.272 1.171 -0.230  -0.84
O: -0.395 -0.473 -1.244  -0.69
O: -0.369 -0.165 0.960  -0.70
C: 0.520 -0.484 -0.152  0.19
H: 1.374 1.071 0.961  0.16
H: 0.900 -1.595 0.032  0.18

***

Top of the stability list: *P*, leading by 0.0413 hartree.

***

*P*
Molecular formula: C2H6N2S
Method: DFT, the ωB97M-V functional and the def2-TZVPD basis

LUMO level, eV: 0.74
Net charge: 0
SMILES string: [H]/N=C(\C)NS
HOMO-LUMO gap, eV: 9.9
Multiplicity: 1

Last column: natural (NBO) charge in e.
Positions of all 11 atoms, in Å:
S: -1.917 0.652 0.961  0.16
N: -0.198 0.737 0.964  -0.78
N: 1.842 -0.232 0.364  -0.70
C: 0.620 0.053 0.029  0.44
C: -0.006 -0.244 -1.266  -0.70
H: 0.210 0.882 1.947  0.42
H: 0.704 -0.509 -2.058  0.24
H: -0.588 0.690 -1.397  0.23
H: 2.352 -0.692 -0.396  0.34
H: -0.780 -1.030 -1.041  0.24
H: -2.239 -0.308 1.892  0.10

***

*Q*
Molecular formula: C2H6N2S
Method: DFT, the ωB97M-V functional and the def2-TZVPD basis

LUMO level, eV: -0.54
Net charge: 0
HOMO-LUMO gap, eV: 8.2
Multiplicity: 1

Last column: natural (NBO) charge in e.
Positions of all 11 atoms, in Å:
S: 0.599 -0.231 1.890  0.24
N: 0.245 -0.034 0.230  -0.60
N: -0.162 2.187 0.500  -0.65
C: -0.200 1.161 -0.300  0.24
C: 0.329 -1.175 -0.659  -0.42
H: -0.678 2.902 -0.164  0.33
H: -0.455 -2.036 -0.327  0.20
H: -0.335 1.057 -1.359  0.17
H: 0.076 -0.886 -1.720  0.21
H: 1.490 -1.587 -0.448  0.22
H: -0.909 -1.358 2.357  0.05

***

Top of the stability list: *P*, leading by 0.1074 hartree.

***

*P*
Molecular formula: H16O8
Method: DFT, the ωB97M-V functional and the def2-TZVPD basis

LUMO level, eV: -0.02
Net charge: 0
SMILES string: O.O.O.O.O.O.O.O
HOMO-LUMO gap, eV: 10.1
Multiplicity: 1

Last column: natural (NBO) charge in e.
Positions of all 24 atoms, in Å:
O: -0.593 -0.108 0.504  -0.93
O: -4.213 -2.259 -0.446  -0.93
O: 3.078 -0.543 -1.570  -0.94
O: 1.500 2.795 -0.447  -0.95
O: 2.982 -1.382 3.231  -0.94
O: -3.653 1.071 1.101  -0.93
O: 0.730 -1.425 -1.599  -0.93
O: -1.584 2.215 0.237  -0.94
H: 3.115 -0.498 3.476  0.47
H: -1.005 2.889 -0.111  0.48
H: 0.207 0.364 0.282  0.48
H: 1.887 3.364 -1.223  0.47
H: 2.619 -0.244 -2.381  0.47
H: -3.186 1.303 1.938  0.47
H: -1.675 1.727 -0.643  0.46
H: 3.771 -1.725 2.746  0.47
H: -3.838 -3.169 -0.398  0.46
H: 0.534 -1.687 -2.462  0.47
H: 0.219 -1.998 -0.998  0.46
H: -3.596 -1.756 0.114  0.48
H: 3.893 -0.956 -1.783  0.47
H: -2.942 0.931 0.580  0.46
H: -0.405 -1.015 0.230  0.44
H: 2.156 2.106 -0.379  0.48

***

*Q*
Molecular formula: H16O8
Method: DFT, the ωB97M-V functional and the def2-TZVPD basis

LUMO level, eV: 0.11
Net charge: 0
SMILES string: O.O.O.O.O.O.O.O
HOMO-LUMO gap, eV: 11.3
Multiplicity: 1

Last column: natural (NBO) charge in e.
Positions of all 24 atoms, in Å:
O: 5.407 -4.575 11.552  -0.98
O: 4.103 -4.703 9.248  -0.99
O: 1.443 -4.965 9.501  -0.98
O: 2.701 0.224 7.929  -0.97
O: 4.186 -2.433 7.168  -0.96
O: 1.033 -2.274 8.652  -0.98
O: 5.540 -0.792 8.957  -0.99
O: 7.074 -2.919 9.796  -0.98
H: 5.357 -1.320 8.155  0.49
H: 3.387 -2.096 7.502  0.49
H: 6.026 -5.301 11.587  0.48
H: 2.502 0.537 7.069  0.48
H: 4.593 -0.524 9.112  0.49
H: 1.114 -3.085 9.155  0.50
H: 6.614 -3.538 9.159  0.45
H: 6.649 -2.065 9.665  0.51
H: 1.446 -5.479 10.328  0.48
H: 0.097 -2.228 8.634  0.47
H: 2.378 -4.682 9.368  0.50
H: 4.914 -5.236 9.093  0.48
H: 5.892 -3.761 11.336  0.51
H: 4.305 -4.518 10.164  0.50
H: 4.503 -3.166 7.758  0.49
H: 1.978 -0.356 8.194  0.49

***

Top of the stability list: *Q*, leading by 0.0882 hartree.

***

*P*
Molecular formula: H16O8
Method: DFT, the ωB97M-V functional and the def2-TZVPD basis

LUMO level, eV: -0.33
Net charge: 0
SMILES string: O.O.O.O.O.O.O.O
HOMO-LUMO gap, eV: 10.7
Multiplicity: 1

Last column: natural (NBO) charge in e.
Positions of all 24 atoms, in Å:
O: 4.350 -1.334 -1.104  -0.94
O: -0.252 0.853 2.438  -0.93
O: -3.116 2.224 0.699  -0.93
O: 2.593 -1.325 2.414  -0.94
O: 1.381 0.424 -1.272  -0.93
O: 0.384 4.204 -1.620  -0.94
O: -3.196 -2.122 0.420  -0.93
O: -2.489 -2.838 -2.257  -0.93
H: -3.782 -2.858 0.628  0.47
H: 0.375 1.500 2.782  0.47
H: -3.118 3.188 0.704  0.47
H: -1.551 -2.659 -2.125  0.46
H: 2.058 -1.523 1.638  0.47
H: -2.362 1.994 0.145  0.46
H: 0.773 3.376 -1.317  0.47
H: 0.541 0.043 -0.994  0.46
H: 4.842 -0.609 -0.703  0.47
H: -0.361 1.101 1.513  0.46
H: 1.808 0.679 -0.446  0.47
H: -0.376 3.928 -2.145  0.47
H: 4.734 -1.419 -1.984  0.47
H: -2.701 -3.489 -1.578  0.47
H: 1.947 -1.137 3.104  0.47
H: -2.482 -2.201 1.063  0.47

***

*Q*
Molecular formula: H16O8
Method: DFT, the ωB97M-V functional and the def2-TZVPD basis

LUMO level, eV: -0.27
Net charge: 0
SMILES string: O.O.O.O.O.O.O.O
HOMO-LUMO gap, eV: 10.7
Multiplicity: 1

Last column: natural (NBO) charge in e.
Positions of all 24 atoms, in Å:
O: -1.142 0.219 2.456  -0.95
O: 3.470 1.355 0.836  -0.91
O: -2.466 1.922 -0.345  -0.92
O: 1.848 -2.617 -0.805  -0.99
O: -1.436 -0.505 -1.309  -1.00
O: -0.829 -3.208 0.079  -0.95
O: 0.182 2.361 -0.612  -0.94
O: 1.017 0.089 0.713  -0.99
H: 1.154 -3.252 -0.928  0.49
H: -1.690 -2.946 0.379  0.46
H: 0.755 -0.586 0.095  0.50
H: -0.257 0.262 2.163  0.48
H: -1.492 0.444 -1.010  0.51
H: 2.441 -2.720 0.000  0.50
H: 0.698 2.315 -1.334  0.48
H: -1.683 2.437 -0.138  0.48
H: 3.394 0.701 0.124  0.45
H: 0.067 3.285 -0.810  0.48
H: 2.650 1.156 0.957  0.46
H: 0.549 0.865 0.411  0.49
H: -1.487 -0.565 2.123  0.46
H: -2.678 2.309 -1.161  0.46
H: -0.718 -2.455 -0.560  0.48
H: -2.345 -0.855 -1.314  0.48

***

Top of the stability list: *P*, leading by 0.0244 hartree.